13
Properties=species:S:1:pos:R:3 method="wB97M-V/def2-TZVPD" orbital_gap_ev=10.13 homo_ha=-0.3523 relative_energy_kj_mol=423.35
C -2.0820 0.3014 -0.3370
C -2.2822 1.5644 -0.2107
C 0.5396 0.6607 -0.0619
C 1.7381 1.0915 -0.3903
C -1.3816 -1.0299 -0.3938
C -0.6950 0.9899 0.5886
C -0.1827 -0.5144 0.3873
H 2.5992 0.4678 -0.6474
H 1.9500 2.1695 -0.4766
H -1.8042 -1.8249 0.2169
H -1.3266 -1.4063 -1.3953
H -0.6211 1.4384 1.5758
H 0.2039 -1.1818 1.0978